71
Properties=species:S:1:pos:R:3:mulliken_charge:R:1 method="wB97M-V/def2-TZVPD" homo_energy_ev=-4.56 molar_mass_g_mol=745.585 total_charge=-1 lumo_energy_ev=2.0 total_energy_ha=-2954.65716 relative_energy_kcal_mol=34.3
W 0.728 0.818 0.290 -0.495
H 1.458 -4.032 2.819 0.427
C 1.417 -0.781 -2.025 0.889
N 1.112 0.533 -1.670 0.906
H -4.863 -1.274 1.456 0.295
F -2.283 1.105 4.355 -0.363
H -3.786 -1.702 -0.849 0.229
C 0.869 3.584 -2.278 -1.356
C 2.876 0.290 1.428 -0.576
H 3.166 2.773 -4.140 0.430
Si 1.276 1.828 -2.847 0.445
F -1.922 3.129 5.380 -0.311
H -0.038 3.922 -2.787 0.368
C 1.816 2.329 1.563 -1.030
H -6.020 -0.192 0.670 0.448
H -4.910 -0.573 -1.620 0.416
C 1.170 -1.736 -1.006 1.048
H -2.642 0.600 1.849 -0.157
H 1.223 3.144 1.947 0.615
C 3.195 0.998 0.271 -0.685
C -1.443 0.814 0.201 0.503
H -0.925 -3.995 0.017 0.373
C -0.276 -1.481 3.062 -0.945
H -1.031 -0.707 2.959 0.137
C -3.952 -0.648 -1.100 -1.258
H 0.565 -1.046 3.606 0.183
H -2.053 -3.055 0.990 0.240
H -1.128 -4.354 1.739 0.388
P -1.338 2.391 4.086 1.856
C -5.034 -0.240 1.137 -1.646
N 0.657 -1.216 0.185 0.895
H 3.503 1.061 -3.847 0.363
H 3.704 2.241 -2.550 0.330
C 1.916 -3.495 -2.509 -1.307
C 2.009 1.080 2.227 -0.615
C 2.521 2.256 0.320 -0.667
H 2.112 -0.500 -4.044 0.276
Si 0.282 -2.328 1.494 0.379
H 3.709 0.592 -0.585 0.413
C -1.075 -3.547 1.000 -1.244
H 2.540 -2.870 -4.466 0.385
C -2.582 0.133 0.859 0.962
H -0.694 -2.266 3.707 0.514
H 1.687 4.249 -2.584 0.461
F -0.726 1.624 2.754 -0.915
H 2.524 -2.669 2.535 0.316
H -0.881 1.416 -3.971 0.258
H -3.164 -0.339 -1.790 0.256
C 3.079 1.964 -3.406 -1.343
H 2.304 -3.887 1.272 0.410
C 1.916 -1.213 -3.255 -0.680
H 0.200 2.348 -5.014 0.376
H -4.122 1.247 -0.107 0.399
C 1.791 -3.323 2.053 -1.407
H 3.115 -0.744 1.614 0.389
H 0.703 3.709 -1.214 0.334
S -1.577 2.048 -0.873 -0.392
C 2.159 -2.561 -3.500 -1.304
C 1.432 -3.084 -1.271 -0.741
H -2.309 -0.912 1.035 -0.940
F -0.162 1.711 4.968 -0.384
H 1.539 0.808 3.155 0.615
C -3.943 0.205 0.168 0.807
H -5.042 0.389 2.030 0.377
H 1.257 -3.834 -0.515 0.324
F -2.490 3.031 3.156 -0.372
C 0.153 1.500 -4.321 -1.200
H 2.105 -4.547 -2.687 0.387
H 2.599 3.042 -0.411 0.963
H 0.394 0.593 -4.876 0.351
F -0.371 3.647 3.765 -0.403